# 1
ORCA calculation (ωB97M-V/def2-TZVPD) on a 2-piece molecular cluster, C9H13NO overall at a distorted geometry.

Summary:
- lowest unoccupied orbital energy (eV) = 0.61
- HOMO energy (Eh) = -0.330
- SMILES string = CNC(C)=O.c1ccccc1
- net charge = 0

```
24
Properties=species:S:1:pos:R:3:forces:R:3:lowdin_charge:R:1
C -2.424 -1.230 0.241 0.605 1.696 0.498 -0.1036
H -3.665 1.303 -1.786 1.708 -1.137 1.080 0.1379
H 3.285 1.996 -0.625 -0.019 -0.832 0.898 0.1106
C 2.907 -0.029 -0.207 1.483 0.098 -0.295 -0.6159
N 1.852 -0.396 0.485 -3.734 0.163 3.432 -0.0338
O 3.412 -0.680 -1.105 -0.325 0.045 -0.300 0.0283
C -1.718 -0.397 1.189 -2.866 -0.245 -0.286 -0.1734
C -1.615 0.968 0.940 -0.195 -0.134 -1.078 -0.0809
C 3.544 1.276 0.229 -0.713 1.025 -3.341 -0.0082
C -2.883 -0.625 -0.903 -2.209 0.260 0.564 -0.0787
C -2.235 1.613 -0.217 1.899 -2.802 3.387 -0.0815
H -2.099 2.616 -0.378 -0.003 2.294 -0.182 0.0751
H 3.227 1.824 1.086 0.145 -0.256 1.017 0.0594
H -2.632 -2.279 0.406 0.333 0.031 0.097 0.1073
H -1.479 -0.879 2.140 0.543 0.522 -0.309 0.1180
H 0.757 -2.264 0.969 -0.361 2.117 -1.861 0.1183
C 0.709 -1.306 0.251 1.058 -0.493 -4.062 -0.0873
C -2.936 0.816 -1.016 -2.405 -1.406 -3.245 -0.1075
H 0.905 -1.553 -1.035 -0.901 -0.035 4.021 0.1714
H -0.277 -0.629 0.289 3.269 -2.364 -0.180 0.0395
H -0.933 1.508 1.563 -0.084 0.627 0.462 0.0914
H 4.574 1.143 -0.017 1.003 0.088 0.884 0.0687
H -3.557 -1.287 -1.486 0.701 0.894 -0.203 0.1102
H 1.547 0.198 1.280 1.068 -0.158 -0.997 0.1348
```
Positions in Å, forces in eV/Å.



# 2
ORCA calculation (ωB97M-V/def2-TZVPD) on a 2-piece molecular cluster, C7H11F2O2P overall at a distorted geometry.

Summary:
- lowest unoccupied orbital energy (spin up / spin down) (eV) = -1.72 / -0.58
- HOMO energy (spin up / spin down) (Eh) = -0.351 / -0.313
- net charge = 0

```
23
Properties=species:S:1:pos:R:3:forces:R:3:lowdin_charge:R:1
H -2.828 1.813 -0.427 0.073 0.082 0.030 0.0760
H 1.084 -1.987 1.347 0.082 0.156 0.038 0.1239
O 1.076 0.486 -1.412 0.010 0.044 -0.933 -0.3270
C 0.489 2.101 0.913 0.037 0.907 -0.151 -0.1412
H -2.907 1.017 -1.997 0.067 0.059 -0.071 0.0826
H -0.488 2.548 1.111 0.052 -0.012 -0.003 0.0828
C 1.546 -1.634 0.422 -0.864 0.397 0.068 -0.4095
H 0.823 2.373 -0.092 -0.023 0.079 0.159 0.0752
O 0.410 0.706 1.045 -0.324 -1.469 -0.439 -0.3421
C -3.704 -0.125 -0.391 -0.826 0.715 -0.139 -0.1882
H 4.774 -0.630 -0.233 0.132 0.129 0.083 0.0614
C -2.725 0.856 -0.936 0.334 -0.143 -0.014 -0.1191
C -3.427 -1.315 0.044 0.612 -0.795 0.264 -0.0607
C 3.812 -1.094 -0.362 -0.129 -0.119 0.189 0.0460
H -1.701 0.482 -0.811 -0.443 0.251 -0.156 -0.0166
H 1.206 2.472 1.647 -0.042 -0.011 -0.028 0.0892
F 1.484 -2.629 -0.501 0.201 -0.581 -0.488 -0.0302
H 3.011 -0.471 1.489 0.084 0.031 0.056 0.1085
F -4.143 -2.301 0.537 -0.100 0.352 -0.124 0.0576
H -4.740 0.230 -0.380 0.011 -0.333 0.107 0.1150
H 3.643 -1.632 -1.279 -0.043 -0.099 -0.164 0.0700
P 0.427 -0.235 -0.310 0.601 0.312 1.692 0.8276
C 2.875 -1.032 0.574 0.499 0.047 0.025 -0.1813
```
Positions in Å, forces in eV/Å.



# 3
ORCA calculation (ωB97M-V/def2-TZVPD) on a 2-piece molecular cluster, C3H11N5 overall at a distorted geometry.

Summary:
- lowest unoccupied orbital energy (eV) = -7.97
- HOMO energy (Eh) = -0.584
- net charge = +2

```
19
Properties=species:S:1:pos:R:3:forces:R:3:lowdin_charge:R:1
H 1.449 0.992 -1.690 2.207 -1.080 1.019 0.1120
H 1.363 0.711 2.290 -0.744 0.954 -1.113 0.1538
N 0.260 -4.063 1.075 -0.631 -3.468 -0.781 0.1937
N 0.948 1.185 1.446 -0.758 -0.821 0.518 0.1424
C -0.269 1.187 -0.574 -1.015 2.765 0.991 -0.3639
H 0.267 1.511 -2.524 -1.340 0.668 -1.129 0.1159
H 0.167 -5.148 0.827 0.507 3.031 0.486 0.2448
H -1.567 2.988 -2.250 -0.918 -0.901 1.553 0.1409
H -1.773 2.151 0.510 1.138 -0.939 -2.565 0.2277
H 1.975 -3.773 0.208 1.813 -0.207 -0.856 0.1105
H -2.832 3.209 -1.191 0.521 -0.607 0.557 0.1245
H 1.145 -2.299 1.144 0.507 0.072 -0.458 0.1033
H 1.010 2.194 1.378 0.737 0.330 0.137 0.1350
N -1.346 1.976 -0.485 -0.942 0.202 3.343 -0.0139
N -2.146 2.504 -1.487 1.016 0.961 -2.934 0.0650
N 0.498 1.151 -1.642 -1.142 -0.210 -0.626 0.2345
C 0.157 0.529 0.651 1.312 -1.167 0.267 -0.0357
C 1.235 -3.317 0.776 -1.629 0.194 0.966 0.1688
H -0.541 -3.688 1.537 -0.639 0.222 0.623 0.1407
```
Positions in Å, forces in eV/Å.



# 4
ORCA calculation (ωB97M-V/def2-TZVPD) on C23H39N2O3P3Sn as an isolated structure at a distorted geometry.

Summary:
- lowest unoccupied orbital energy (spin up / spin down) (eV) = -12.68 / -12.68
- HOMO energy (spin up / spin down) (Eh) = -0.664 / -0.662
- net charge = +4

```
71
Properties=species:S:1:pos:R:3:forces:R:3:lowdin_charge:R:1
H -0.418 -1.324 5.136 0.271 -0.229 -0.025 0.1336
C -1.068 3.558 -1.494 -0.086 1.654 -0.059 -0.1058
P 1.006 0.020 -3.242 -0.048 0.212 -0.185 0.7016
H -2.860 -1.331 2.529 -0.215 -0.175 -0.318 0.0467
H -0.036 2.439 2.518 0.305 0.065 0.278 0.0416
O -0.460 -2.514 -0.717 0.120 -0.684 0.106 0.0782
H -2.110 -3.913 2.715 -0.107 -0.093 -0.267 0.0734
H 1.440 -2.232 -2.515 0.276 0.077 -0.167 0.0315
C 2.068 -1.414 -2.890 -0.154 -0.092 0.381 -0.2554
H 2.692 0.943 -4.722 -0.024 0.187 0.244 0.0720
H 0.654 1.626 3.956 0.125 0.238 -0.254 0.0657
C 1.781 -2.668 2.914 -0.390 0.406 -0.091 0.0312
C 2.879 4.125 1.963 -0.130 0.075 -0.613 -0.1495
H 2.064 4.617 1.409 0.295 -0.163 0.218 0.0697
C -2.653 -4.278 1.831 -0.283 -0.143 0.309 -0.1531
N 2.610 -4.026 5.351 -0.447 0.638 -0.328 0.1953
C 1.550 -3.165 5.427 0.397 -0.930 1.702 -0.4724
C 2.363 1.356 1.076 -1.330 1.987 0.492 -0.2156
H -4.668 -2.581 -1.037 0.109 -0.296 0.169 0.0744
C 0.112 -1.532 4.208 -0.273 0.340 -0.388 0.0156
H 2.596 -3.375 2.769 -0.218 0.165 0.073 0.1219
H -1.269 3.829 0.656 -0.066 -0.160 -0.250 0.1499
H 3.762 4.056 1.311 -0.172 0.016 0.219 0.0913
H 3.256 0.877 4.075 0.045 0.249 -0.157 0.0762
H -4.051 1.055 -1.176 0.303 0.157 -0.026 0.1585
O 0.923 -3.003 6.469 0.347 0.239 -1.502 0.0914
H -3.616 -0.594 1.081 -0.069 -0.334 0.149 0.0442
H -0.576 0.310 -5.046 0.189 -0.219 -0.169 0.0355
H 4.558 1.659 3.123 -0.259 0.117 0.081 0.0907
H 2.960 1.414 -3.005 -0.103 0.018 -0.279 0.0485
O 2.506 0.561 0.239 0.487 -0.374 0.091 0.0779
H -3.600 -4.738 2.156 0.268 0.058 0.026 0.0901
H 1.785 -2.110 0.823 -0.117 0.031 0.193 0.1081
C -1.504 -2.535 -0.203 -1.947 1.416 0.031 -0.2177
C 0.758 2.488 3.279 -0.461 -0.240 -0.064 -0.1564
C -2.715 2.402 -0.115 -1.732 1.850 0.619 -0.1673
P 2.381 2.488 2.510 1.255 -1.289 -0.024 0.8431
C -3.206 1.743 -1.258 -1.480 0.683 0.200 -0.1282
C 0.162 -0.460 -4.783 -0.212 0.054 0.102 -0.2674
H 1.692 2.229 -3.961 0.258 -0.143 -0.126 0.0357
H 2.788 -1.139 -2.109 -0.082 -0.143 -0.211 0.0428
C 2.209 1.275 -3.793 -0.107 0.122 0.142 -0.2672
H -0.364 -1.412 -4.631 0.139 0.224 -0.142 0.0560
H -3.931 -4.217 -1.092 -0.123 0.166 0.184 0.0934
C -0.282 -0.873 3.034 0.604 -0.648 0.548 -0.1936
H -1.179 3.159 -3.625 0.021 -0.210 0.364 0.1711
H 2.599 -1.728 -3.800 -0.129 0.091 0.250 0.0782
N 0.309 -1.079 1.849 -0.183 0.251 -0.049 0.0218
C -4.317 -3.428 -0.430 0.171 0.246 -0.633 -0.1465
H 3.225 -4.092 4.555 -0.129 -0.032 0.250 0.0970
Sn -0.946 1.283 -1.044 6.179 -6.805 0.349 1.3173
H -4.554 -1.720 2.117 0.286 -0.078 -0.204 0.1025
H 3.774 2.550 4.466 -0.010 -0.243 -0.162 0.0927
H 3.136 4.737 2.845 -0.106 -0.336 -0.152 0.1009
C 1.167 -2.452 4.160 -0.187 0.304 -0.837 -0.0992
C 1.319 -1.956 1.796 0.097 -0.255 0.541 -0.1455
H -3.174 2.212 0.861 0.225 0.076 -0.359 0.1589
H 0.641 3.410 3.871 0.182 -0.208 -0.209 0.0974
H -2.047 -5.031 1.308 -0.219 0.209 0.101 0.0895
H 2.904 -4.464 6.210 -0.020 -0.048 0.050 0.1352
H 0.900 -0.562 -5.589 -0.278 -0.034 0.105 0.0707
H -1.105 -0.153 3.060 0.213 -0.125 0.015 0.0914
H -3.031 1.504 -3.407 0.233 0.105 0.299 0.1715
H -5.168 -3.832 0.143 0.358 0.142 0.020 0.1002
C -1.641 3.311 -0.229 -1.458 1.368 0.470 -0.1487
C -3.557 -1.504 1.696 0.198 0.540 0.078 -0.1568
C -2.627 1.994 -2.514 -1.159 0.449 -0.928 -0.0961
H -0.250 4.282 -1.594 -0.280 -0.351 0.029 0.1697
P -3.036 -2.915 0.720 1.187 -1.360 0.234 0.8428
C 3.608 1.828 3.648 0.071 0.262 0.488 -0.1587
C -1.576 2.917 -2.633 -0.420 0.950 -1.022 -0.0934
```
Positions in Å, forces in eV/Å.



In the order shown, the computed energy relative to the best compared isomer or geometry (same formula, charge and spin) values come out to 3.5540 2.4605 1.0006 0.1845 eV.